# 1
Entry from the OMol25 dataset: a gas-phase ion, C24H23ClN3O (charge +1) in a non-equilibrium geometry (the ωB97M-V functional and the def2-TZVPD basis).

The geometry in XYZ format:
```
52
Properties=species:S:1:pos:R:3:forces:R:3:mulliken_charge:R:1
O -1.183764 0.151688 0.174802 7.39 0.55 1.36 -0.30
C 1.983190 -0.386172 1.836030 -8.84 -6.21 6.80 -1.05
H 4.760854 -0.465990 2.487037 -0.84 1.57 -2.26 0.28
H 0.034443 -4.926546 -0.512386 7.13 -7.65 0.25 0.82
C 3.550105 3.161618 -2.044465 -3.52 -12.45 15.01 -1.24
C 1.261146 -2.730821 -1.367777 -2.12 1.99 4.82 -0.91
H -3.491187 4.741694 -0.374703 0.34 -3.32 1.06 0.22
C 4.529828 2.574962 -0.856657 4.62 7.22 -11.38 -0.60
C -0.668555 -4.360661 -0.401830 -0.49 10.43 -3.17 -1.32
C 4.291664 0.213429 1.616205 0.17 -5.26 7.27 -0.28
H 1.478791 2.959372 -2.106308 -1.32 0.39 -0.80 0.34
H 1.405934 -2.153555 -2.255930 0.60 -0.81 -0.93 0.41
H 2.153197 -0.768265 -0.718390 0.77 0.29 0.76 0.45
H -4.718209 0.193741 1.282010 -1.43 -6.45 2.18 0.76
C -3.635434 3.603153 0.069089 -5.60 5.32 0.26 -0.49
H 5.575677 2.828075 -1.322680 -1.34 -0.44 2.08 0.21
H 2.575630 -2.572330 1.189148 -2.66 2.10 0.04 0.39
H 2.126347 -0.556545 2.973314 -0.34 -0.25 -1.35 0.46
C 2.317271 2.610486 -1.576493 -0.52 -0.19 -1.93 -0.43
C -0.237463 -3.102638 -1.043064 3.89 -1.71 -1.10 0.54
C -2.869172 -3.353297 -0.363835 1.97 0.35 -0.60 -0.71
C -1.935804 -4.408664 -0.360373 -5.09 0.09 1.81 -0.68
C -5.333170 2.073173 1.302839 0.14 10.58 -3.11 -0.96
H -3.779254 -3.553785 0.100327 -1.55 0.15 0.52 0.45
H -6.149065 2.118923 1.817852 -4.90 -0.70 3.11 0.61
C -5.043082 3.542403 0.760554 4.06 -4.95 0.68 -0.47
C -4.581872 1.089344 0.992368 0.18 1.15 -0.12 -0.63
N -2.947582 -0.855611 -0.614181 -5.16 -5.99 -1.56 -0.25
C 3.000401 1.344951 0.185784 -3.42 -5.49 5.41 1.41
C -3.461698 1.372430 0.449053 10.96 -2.52 -6.79 0.72
H -5.692308 4.394078 1.121919 1.12 -1.03 -0.88 0.34
N 1.424321 -1.310707 -0.279298 -1.28 -4.50 -1.06 0.27
C -1.104899 -2.200603 -1.452057 -1.99 6.30 0.85 -0.14
N 4.976751 1.110515 1.057304 9.73 4.27 -3.59 -0.01
C 1.932667 1.509132 -0.570555 -0.90 5.30 -2.78 0.70
H 6.113930 1.215247 1.024512 -4.05 -0.74 0.43 0.36
H 0.754518 -2.387013 1.545807 -1.05 0.15 0.23 0.44
H -0.981998 -0.985251 -1.721152 0.88 -3.80 -0.33 0.34
H 0.813037 1.394938 -0.260799 2.37 -0.04 -0.78 -0.18
C -2.347085 -2.178811 -0.790549 -1.07 1.37 -0.73 0.68
C 1.581605 -1.807136 1.218967 5.53 1.33 -2.90 -0.77
H 3.762312 3.805680 -2.645594 2.41 7.32 -6.89 0.70
C 4.282940 1.739463 0.040958 -0.88 -2.29 3.66 -1.00
H 0.549421 -0.829793 -0.488337 -0.15 0.21 0.79 -0.37
H -4.035863 -1.022984 -0.424638 3.26 1.46 -0.67 0.39
H 1.961671 -3.305868 -0.741592 0.23 -0.29 -1.69 0.42
C 2.996480 0.326053 1.445897 4.20 5.80 -7.38 0.34
H -2.294195 -5.192316 0.147145 -1.78 -3.62 1.12 0.45
Cl -1.449380 2.688175 -1.149380 -0.62 -0.32 0.38 -0.13
C -2.900486 2.473994 -0.178780 -1.64 1.91 1.41 0.05
C -2.290539 0.132832 -0.095103 -8.63 2.88 2.80 0.22
H 0.937917 0.045791 1.877965 1.22 0.54 -0.35 0.15
```
Positions in Å, forces in eV/Å.

frontier orbital gap = 7.811 eV
charge = +1

# 2
Entry from the OMol25 dataset: a molecular structure, C6H9NO in a non-equilibrium geometry (the ωB97M-V functional and the def2-TZVPD basis).

The geometry in XYZ format:
```
17
Properties=species:S:1:pos:R:3:forces:R:3:mulliken_charge:R:1
H -2.500193 0.983600 -0.108016 -1.61 0.92 -0.44 0.24
C -0.761465 0.788965 -0.738671 -0.11 0.00 1.46 0.43
H -0.551675 -0.528581 3.579159 1.31 0.47 -1.76 0.22
H 0.822729 0.542240 2.776185 -1.32 -2.17 -0.38 0.27
H -1.859328 2.591826 -0.742794 -0.64 -0.30 -0.32 0.24
C 0.878777 -0.386190 -1.142580 -2.18 0.07 3.93 0.56
C -2.042106 1.524837 -0.942463 1.08 -1.08 -0.87 -0.77
O -0.854204 -0.073200 1.603931 0.29 0.13 -1.31 -0.34
C 0.091813 -0.381824 2.606061 -0.55 2.08 2.98 -0.59
C -0.302750 0.187955 0.390241 1.37 -0.84 -1.74 -0.05
H 0.584544 -1.327165 2.458595 0.50 -0.17 -0.48 0.28
N 0.146172 0.374102 -1.747945 -0.61 1.27 -2.13 -0.63
H 2.811294 -0.561909 -1.324202 -0.24 -0.97 -0.35 0.25
H 2.145504 -2.133201 -0.813190 -0.54 0.51 0.30 0.30
C 1.931225 -1.257981 -1.437707 3.24 -0.04 1.51 -0.97
H -2.390881 1.265377 -2.012896 0.00 0.68 2.00 0.25
H 1.850545 -1.608850 -2.403709 0.02 -0.57 -2.40 0.31
```
Positions in Å, forces in eV/Å.

frontier orbital gap = 8.585 eV
relative energy (zero: lowest compared OMol25 entry of this formula, charge and spin) = 135.7 kcal/mol
charge = 0

# 3
Entry from the OMol25 dataset: 8 unconnected molecules or ions with the total composition C30H78F2N5O18S2 in a non-equilibrium geometry (the ωB97M-V functional and the def2-TZVPD basis).

The geometry in XYZ format:
```
135
Properties=species:S:1:pos:R:3:forces:R:3:mulliken_charge:R:1
H 2.675167 0.748561 8.335270 0.44 -0.38 -1.01 0.32
H -1.459587 -0.726817 4.174268 0.08 -0.24 -0.20 0.29
H 0.206294 0.504204 7.053104 0.07 -0.02 0.35 0.25
C 5.038800 -6.373510 -3.676109 -0.72 0.79 -0.07 -0.73
H -1.124308 0.800731 2.040551 -0.33 -0.08 0.04 0.25
O -2.231512 0.348809 -2.616484 0.45 2.40 0.94 -0.25
C -1.608789 0.377111 -5.966900 -0.64 -0.69 -1.57 0.43
O 0.044002 0.647414 3.722172 0.14 -0.78 1.06 -0.14
O 1.152513 0.396166 9.490575 0.57 -0.53 -0.53 -0.33
H -1.626923 -4.056242 -2.079569 0.11 -0.06 0.14 0.08
H -2.142861 4.161844 -1.668338 -0.38 0.49 0.05 0.34
H 5.330655 2.994399 -0.798086 0.04 0.18 -0.04 0.40
H 0.765191 -1.669094 7.868144 0.67 -0.62 0.83 0.35
H 0.376260 -2.235732 1.940917 0.23 -0.27 1.01 0.18
O -0.394227 5.378868 -3.368268 0.66 0.13 -0.19 -0.51
O -0.449694 1.680483 -0.367136 -0.33 0.23 -2.46 -0.08
H -4.752642 -2.888267 -0.513129 -0.35 -0.04 -0.04 0.41
C 1.695394 -1.958817 -1.442891 -0.46 0.89 0.49 -0.94
S -2.489468 1.724007 -2.194698 -5.75 -1.96 -1.04 0.74
H -2.977444 -4.577297 -3.077026 -0.43 -0.09 0.29 0.32
H 7.035935 1.405678 -2.179176 0.25 0.12 -0.04 0.32
H -1.733243 -4.495034 0.393881 0.31 0.26 -0.58 0.11
H 5.622757 -1.318203 3.672936 0.11 0.18 -0.25 0.29
C -2.117465 5.254868 -0.083152 -0.48 -0.16 -0.02 0.03
C -2.807760 -4.318465 0.290926 0.65 -0.28 -0.53 -0.51
H -4.156261 5.413356 0.817035 0.17 0.55 -0.61 0.25
H 5.897390 1.790514 -3.438584 -0.53 0.00 -0.03 0.32
N 4.230439 1.778833 1.190732 -0.88 0.40 0.75 -0.39
H 1.670411 -1.209790 -2.234450 -0.10 0.43 0.42 0.36
H 0.916140 -4.018031 1.972086 -0.63 0.03 -0.12 0.37
H 2.712949 2.710926 -0.014303 0.51 0.55 0.19 0.46
C 3.246570 1.515883 2.256177 -0.91 -1.50 -0.24 -0.83
C -0.742746 1.416772 2.859329 0.27 0.06 -1.18 -0.75
H -0.481322 -1.726766 5.971186 0.05 -0.09 0.49 0.47
O -1.580006 1.398585 -6.968492 -0.30 -0.66 -0.31 -0.66
C -3.148005 5.066625 1.057734 0.16 0.22 -0.87 -0.49
H -2.936205 -1.092075 -7.022779 -0.20 -0.12 0.42 0.31
H 2.564704 1.715861 10.414518 0.08 -0.09 -0.45 0.30
H -1.213871 -1.319851 -7.256044 0.00 -0.25 -0.10 0.31
H -3.404211 3.280951 0.448934 -0.02 -0.33 -0.10 0.41
H -2.723433 -2.543924 1.522617 0.00 -0.24 0.20 0.36
H -2.863319 5.671712 1.920111 0.32 -0.62 0.40 0.36
C 1.555966 -0.981399 7.559239 -0.24 1.02 -0.73 -0.60
H 1.972862 -2.770994 1.385555 0.13 0.13 0.00 0.26
H 4.402990 -6.755766 -4.477955 0.31 -0.52 -0.18 0.30
C -0.558694 5.497028 -4.756805 -2.17 1.38 -0.57 -0.34
F -3.530811 2.212013 -3.325132 1.03 0.25 0.49 -0.47
O 0.542393 0.923008 -2.515526 -1.69 0.58 0.12 -0.55
H 0.284421 -1.026574 0.065296 0.51 0.19 0.00 0.04
H -0.061994 2.114224 2.370577 -0.13 0.19 0.11 -0.01
H 2.751666 -5.565693 -2.566963 0.49 -0.34 0.40 0.33
H -5.941625 0.627998 0.105074 -0.17 0.28 -0.48 0.39
H 3.030630 1.104571 -0.443767 -0.05 -0.25 -0.09 -0.07
O 5.117995 1.095065 -1.581931 -0.40 -0.49 -0.43 -0.19
C 0.920364 -3.054821 1.465404 0.06 1.18 -1.03 -0.70
H -6.772069 -0.789979 0.652026 0.09 -0.41 0.15 0.40
O 0.307191 -3.103270 0.176822 -0.05 -0.74 -0.07 -0.24
C -4.603930 -0.977693 0.177390 0.22 -0.86 -0.75 -0.14
O -1.883805 3.491517 -5.203692 0.08 0.16 -0.31 -0.53
H -4.011865 -0.652256 -0.683513 0.01 0.07 -0.28 0.06
H 2.044166 0.207755 11.263934 0.60 0.20 0.26 0.32
H 3.487704 1.818929 3.276375 0.78 0.17 -0.15 0.39
N 1.745956 -3.226338 -2.142415 0.56 0.22 -0.22 -0.19
H 2.353297 -0.350137 1.423755 0.33 -0.04 -0.21 -0.50
S -0.211042 1.924067 -1.798812 7.78 -0.80 3.42 0.23
H 4.750600 0.911180 1.137085 0.34 0.06 -0.40 0.41
C 4.554535 2.330628 -1.184963 -0.60 0.04 0.23 -0.99
H 2.771399 -4.950736 -4.163407 -0.57 0.64 -0.04 0.36
C 1.744724 1.017471 10.592160 -1.07 -0.53 1.26 -0.79
H -0.585430 0.298996 -5.597717 -0.26 -0.08 0.87 0.08
H -1.572902 1.963606 3.310293 0.06 -0.03 0.33 0.43
N 0.872109 -0.108203 6.599639 -0.47 -0.12 -0.76 -0.13
C 6.076219 1.102720 -2.609544 0.83 0.42 0.58 -0.88
H -3.162650 -5.016224 1.050633 -0.97 0.29 -0.12 0.37
H -1.317232 0.674614 5.190979 -0.17 -0.15 0.54 0.44
O -1.914171 -1.914687 -5.379909 -0.46 -0.56 -0.25 -0.41
C -1.974077 -1.071086 -6.512362 1.26 2.08 0.21 -0.71
C 4.867752 -0.540637 3.576811 -0.09 0.40 -0.58 -0.80
C 0.436690 -1.897007 -0.575180 -0.25 -0.38 -1.07 0.26
H 2.542796 -1.724555 -0.789170 0.56 -0.38 -0.12 0.22
H 6.232692 0.094642 -2.991477 -0.40 -0.04 0.04 0.23
H 2.297939 -0.330601 3.160851 -0.09 0.38 0.15 -0.10
C -1.909295 4.908781 -5.252111 0.69 -0.09 -0.37 -0.70
H -2.411821 0.624639 -5.273783 0.54 -0.09 0.63 -0.08
O -3.311519 -4.735728 -0.981424 0.44 -0.24 -0.81 -0.50
C -7.757602 -0.154366 -1.674290 -0.05 -0.45 1.23 -0.83
C -6.025233 -0.447847 -0.067999 0.32 -0.11 0.03 -0.80
H 2.360143 -1.463497 7.001090 -0.13 -0.44 0.09 0.28
C 3.257013 -4.821209 -3.190788 -0.33 -0.38 -0.85 -0.51
H -3.063586 -3.037143 -2.122150 0.02 0.07 -0.57 0.12
F 0.906735 3.077461 -1.779677 -0.26 0.29 0.23 -0.45
H -7.800403 0.906201 -1.417365 0.48 0.21 -0.23 0.31
H 3.712450 -3.568852 -1.590938 0.57 0.30 -0.10 0.23
N -4.473467 -2.441490 0.352017 0.21 -0.21 0.14 -0.38
H -0.709345 4.527144 -3.041538 0.27 0.18 -0.31 0.77
H 3.561448 -2.702797 -3.159545 -0.20 0.20 0.15 0.31
H -8.138665 -0.298690 -2.683526 0.72 -0.18 -0.17 0.27
H -1.657501 6.240352 -0.182573 -0.56 0.39 0.11 0.41
O -6.487634 -0.767673 -1.402584 -0.16 0.83 0.13 -0.26
H 1.434178 -3.953516 -1.510917 0.07 -0.10 0.10 0.37
H 2.345126 2.094641 2.049934 -0.18 -0.25 -0.12 0.13
H 4.952435 -7.014880 -2.796287 -0.25 0.06 0.18 0.29
H 0.950755 1.537714 11.129912 0.04 0.23 -0.12 0.25
O -2.721323 4.857780 -1.323009 0.27 0.13 0.51 -0.58
H 0.267774 5.276067 -5.436561 0.25 -1.19 0.47 0.21
C -3.052285 -2.856310 0.528927 -1.01 1.36 0.22 0.01
H -1.016801 -2.244349 -5.291817 0.02 0.07 0.09 0.25
C 2.918078 -0.051225 2.307299 -0.23 1.45 0.26 1.10
H 4.345583 -0.482575 4.536206 -0.98 -0.61 -0.26 0.21
H -4.076530 -0.497852 1.003040 -0.59 0.18 0.36 0.34
H -2.822824 5.209429 -4.734603 0.42 0.60 0.61 0.26
C 0.138790 -0.908396 5.594870 0.94 0.78 -0.50 -0.72
O -3.296532 3.682831 1.319111 0.36 0.22 0.67 -0.46
H -0.350436 -1.847964 -1.330797 -0.57 -0.36 0.40 -0.09
H 3.980243 2.813059 -1.979896 0.34 0.00 -0.45 0.45
H -1.255303 4.612850 0.113128 -0.10 -0.29 0.28 -0.12
H -1.793393 2.209166 -6.486453 0.13 0.17 -0.07 0.58
O 4.614652 -5.035183 -3.452962 1.44 -0.41 0.88 -0.30
H 2.976782 -0.676614 9.246129 -0.40 -0.60 0.25 0.48
H -2.084173 5.236949 -6.278553 0.27 -0.29 -0.21 0.38
O -3.304720 1.901066 -1.000382 1.89 0.24 -1.31 -0.78
C 2.197152 -0.177489 8.666336 -0.96 1.42 0.29 -0.59
C -0.726707 -0.089568 4.676132 -0.19 1.25 -0.55 -0.60
C 3.137704 -3.473369 -2.516375 -0.65 -1.08 0.12 -0.46
C -2.716285 -4.070111 -2.151143 -0.07 0.08 1.78 -0.22
H 5.284756 0.468388 3.556003 0.59 -0.12 -0.43 0.37
N -1.259626 2.826476 -2.498761 -3.20 -2.50 0.12 -0.06
C 3.541987 2.009003 -0.099051 0.54 -0.94 0.25 0.09
H -8.505413 -0.600438 -1.011558 -0.16 -0.21 0.09 0.33
H 0.902134 -1.328217 4.935616 0.01 -0.43 0.06 0.18
H 6.094191 -6.339056 -3.940971 -0.12 0.03 -0.27 0.23
H -2.452339 -2.242445 -0.149427 0.39 -0.21 -0.20 -0.19
H -1.754029 3.284340 -4.271572 0.02 -0.44 -0.23 0.54
H -0.642149 6.564922 -4.983918 -0.19 0.33 0.44 0.37
O 4.117805 -0.797028 2.362304 0.60 -0.17 1.24 -0.38
```
Positions in Å, forces in eV/Å.

frontier orbital gap = 8.543 eV
relative energy (zero: lowest compared OMol25 entry of this formula, charge and spin) = 37.0 kcal/mol
charge = -1